Entry from the Open Molecules 2025 dataset: 2 unconnected molecules or ions with the total composition H2N4O2 at a distorted geometry (ωB97M-V with the def2-TZVPD basis set).

Calculated values
LUMO level (alpha / beta): -0.1 / -0.6 eV
Maximum force: 3.23 eV/A
HOMO energy (alpha / beta): -9.2 / -8.5 eV
Energy above the lowest of the compared OMol25 structures with the same formula, charge and spin: 101.7 kcal per mole

```
8
Properties=species:S:1:pos:R:3:forces:R:3
N 0.7934 1.0139 0.3745 0.3 -0.4 1.4
N 1.6664 4.3728 -1.0355 -1.1 -1.1 -1.3
N 0.2582 -0.2048 0.1257 -0.4 -0.5 -0.9
N 0.7766 1.9162 -0.4285 0.5 2.0 -0.6
O 1.0608 3.9583 -1.9060 1.7 2.6 1.0
O 0.3437 2.1284 -1.5847 -1.0 -2.9 0.5
H -0.4313 -0.2893 -0.6143 0.0 0.1 0.1
H 0.0804 -0.7238 0.9733 0.0 0.3 -0.2
```
Forces are in eV/Å.